Entry 1:
Here is a structure of composition C42H41ClHgO2P2 from the Open Molecules 2025 dataset. Energies are from ωB97M-V/def2-TZVPD.

```
89
Properties=species:S:1:pos:R:3:forces:R:3:lowdin_charge:R:1
Hg 0.235514 0.282562 0.781540 1.836 1.859 0.840 1.01
C -1.268942 -3.323518 -2.107487 0.572 -0.405 -0.228 -0.09
C -0.792328 -2.363233 -2.911911 0.015 -1.507 -0.990 -0.18
C -1.596009 -1.665404 -3.970222 0.041 0.077 -0.190 -0.19
C -3.056500 -1.328622 -3.595231 -0.229 0.021 -0.371 -0.17
C -3.247157 -0.924838 -2.159631 -0.771 0.609 0.339 -0.13
C -3.386515 -1.719263 -1.095987 -1.077 0.132 -0.505 -0.10
C -3.652145 -3.192722 -1.253331 0.102 -0.289 0.664 -0.18
C -2.637728 -3.928296 -2.130431 -0.120 -0.293 -0.188 -0.18
C 0.288414 1.817060 2.335672 0.611 -0.224 0.675 -0.30
H -0.614209 -3.831872 -1.400448 0.116 0.239 -0.482 0.09
H 0.300304 -2.325607 -3.071678 -0.675 0.168 0.348 0.08
H -1.593136 -2.271794 -4.895719 0.014 0.222 0.283 0.13
H -1.085710 -0.729610 -4.214353 -0.021 -0.118 -0.119 0.07
H -3.355558 -0.468469 -4.214958 -0.011 -0.355 0.080 0.11
H -3.700154 -2.166934 -3.897168 0.035 0.222 0.267 0.11
H -3.383214 0.158015 -2.044366 0.339 -0.626 0.240 0.07
H -3.553621 -1.308952 -0.090931 0.136 -0.041 -0.588 0.08
H -4.655955 -3.364129 -1.670355 0.136 0.206 0.144 0.12
H -3.664054 -3.655455 -0.257866 0.020 0.070 -0.147 0.11
H -2.551260 -4.961900 -1.760396 -0.003 0.267 -0.205 0.12
H -3.006417 -4.005044 -3.159881 0.108 0.073 0.156 0.11
H 0.579769 1.266898 3.242367 -0.069 0.430 -0.007 -0.02
H -0.638649 2.381143 2.495498 0.166 -0.302 -0.043 -0.03
H 1.104650 2.518691 2.086752 -0.346 -0.444 0.010 -0.01
P 0.705010 -0.465007 -1.535193 0.589 1.006 2.744 0.98
P -2.140412 1.547452 0.283397 0.701 0.694 -0.300 0.97
C -0.579103 0.696870 -2.095712 -1.382 0.868 -0.013 -0.33
C -1.576695 1.426526 -1.425369 0.464 -1.149 -0.918 -0.37
C 2.203451 0.038191 -2.434887 0.228 0.088 -0.689 -0.36
C 2.257042 -0.131712 -3.838918 0.046 0.030 0.568 -0.10
C 3.410529 0.225519 -4.534790 0.097 0.127 -0.014 -0.09
C 4.521210 0.749338 -3.854428 -0.432 -0.095 0.370 -0.07
C 4.471424 0.909015 -2.461204 -0.269 -0.183 -0.570 -0.05
C 3.314327 0.568373 -1.757214 -0.262 -0.196 0.010 -0.06
C 1.159239 -2.131533 -0.760957 -0.521 -1.331 -0.263 -0.36
C 0.426329 -2.681121 0.327787 0.301 0.350 -0.545 -0.16
C 0.697855 -3.962591 0.806491 0.223 0.100 -0.231 -0.08
C 1.653494 -4.760643 0.159352 -0.021 0.228 0.113 -0.08
C 2.392880 -4.234951 -0.906190 -0.066 0.111 0.412 -0.07
C 2.184952 -2.916898 -1.330302 -0.354 0.308 0.003 -0.08
C -2.194388 3.320368 0.573823 -0.469 0.695 0.017 -0.37
C -1.171135 4.153969 0.054674 -0.476 -0.577 0.040 -0.09
C -1.335723 5.536029 0.049727 -0.239 0.147 0.153 -0.08
C -2.489637 6.111320 0.598424 0.155 -0.430 -0.009 -0.08
C -3.433104 5.298414 1.245164 0.166 0.135 0.013 -0.09
C -3.288745 3.913615 1.255620 0.611 -0.003 -0.412 -0.08
C -3.161680 0.699990 1.531219 -0.871 -0.936 0.451 -0.37
C -2.527999 0.181256 2.693579 0.396 0.262 -0.916 -0.11
C -3.211735 -0.612395 3.601609 -0.556 -0.207 0.241 -0.07
C -4.547535 -0.965627 3.356878 0.141 0.275 -0.508 -0.07
C -5.218275 -0.411853 2.243663 0.057 -0.004 0.398 -0.08
C -4.564287 0.484241 1.391314 0.790 -0.133 -0.036 -0.11
H -0.409639 1.055059 -3.128867 -0.121 -0.323 0.525 0.08
H -2.112880 2.161428 -2.056219 0.715 -0.149 0.324 0.09
H 1.392701 -0.545974 -4.368528 0.320 0.142 0.079 0.10
H 3.439207 0.102744 -5.620767 0.026 0.041 0.369 0.10
H 5.410228 1.047778 -4.408952 -0.198 -0.137 0.121 0.10
H 5.328000 1.300965 -1.917723 -0.185 -0.019 -0.106 0.11
H 3.258641 0.737202 -0.676918 0.049 -0.022 -0.194 0.07
H -0.433967 -2.140452 0.753710 0.444 -0.169 -0.135 0.08
H 0.144763 -4.339596 1.674224 0.211 0.115 -0.434 0.11
H 1.831052 -5.781912 0.511794 -0.029 0.412 -0.184 0.11
H 3.156671 -4.847516 -1.396393 -0.290 0.288 0.199 0.11
H 2.819279 -2.506547 -2.123715 -0.363 -0.160 0.208 0.11
H -0.253971 3.700755 -0.338258 -0.409 0.167 0.048 0.11
H -0.554657 6.167200 -0.381466 -0.290 -0.190 0.146 0.11
H -2.642680 7.187278 0.532581 0.060 -0.236 0.132 0.10
H -4.291766 5.756809 1.742460 0.271 -0.161 -0.185 0.10
H -4.005909 3.283848 1.786122 0.108 0.194 -0.303 0.10
H -1.457542 0.379639 2.844706 -0.657 -0.102 -0.008 0.04
H -2.691816 -0.979151 4.498641 -0.278 0.140 -0.526 0.12
H -5.052732 -1.674959 4.022138 0.130 0.369 -0.309 0.11
H -6.261019 -0.690923 2.030640 0.523 0.272 0.238 0.11
H -5.110895 0.997790 0.593780 0.238 -0.436 0.128 0.11
Cl 7.411362 2.014597 6.140521 0.556 0.149 0.564 0.66
C 6.267054 1.581872 4.950664 -1.186 -0.290 -1.391 -0.71
C 6.077123 2.420973 3.831343 -0.221 -0.634 0.317 -0.10
C 5.110395 2.079500 2.878813 0.262 -0.161 0.390 -0.02
C 4.335555 0.916770 3.022138 0.291 0.077 0.550 -0.13
C 4.555894 0.073928 4.123609 0.145 0.374 -0.255 -0.02
C 5.516596 0.401103 5.085750 0.080 0.250 -0.194 -0.11
C 3.243827 0.635650 2.008667 -0.408 -0.186 -0.601 -0.65
O 3.139783 1.507343 1.094893 -0.277 -0.894 0.458 -0.12
O 2.537056 -0.414546 2.151695 0.516 0.970 -0.298 -0.11
H 6.676930 3.323190 3.713241 -0.144 -0.242 0.111 0.10
H 4.955354 2.719535 2.008056 -0.064 -0.272 0.315 0.11
H 3.964268 -0.842033 4.206150 0.184 0.373 -0.009 0.11
H 5.681057 -0.264211 5.934432 0.018 0.283 -0.180 0.10
```
Forces are in eV/Å.

Net charge   0
Kohn-Sham gap (alpha / beta)   5.94 / 5.94 eV
E_HOMO (alpha / beta)   -6.76 / -6.76 eV
Energy relative to the best compared isomer or geometry (same formula, charge and spin)   0.00 kcal per mole

***

Entry 2:
Here is a structure of composition C42H41F3N3OSSbSiTi from the Open Molecules 2025 dataset. Energies are from ωB97M-V/def2-TZVPD.

```
94
Properties=species:S:1:pos:R:3:forces:R:3:nbo_charge:R:1
Ti -0.861138 0.328903 -0.058931 -0.742 -0.455 -0.067 1.41
C -1.018503 -1.555932 5.976624 0.001 0.022 0.003 -0.62
C -1.547151 -0.165892 5.661771 0.025 -0.014 0.055 -0.21
N -2.244325 -0.128725 4.368351 0.064 0.000 -0.136 -0.36
C -3.691540 -0.333981 4.422714 -0.061 0.003 0.003 -0.22
C -4.450600 0.976058 4.575253 0.013 -0.016 0.014 -0.62
C -1.580465 0.062009 3.230737 -0.117 -0.010 0.053 0.38
S -2.503066 0.191895 1.776104 -0.024 0.164 -0.132 -0.24
N -0.235868 0.152913 3.391830 0.183 0.008 0.017 -0.60
C 0.627079 0.451344 2.473201 -0.118 0.003 0.071 0.67
O 0.361146 0.734966 1.233333 0.553 0.240 0.496 -0.78
C 2.060029 0.511055 2.829481 0.071 0.003 0.004 -0.08
C 2.467851 0.425126 4.158750 -0.038 -0.009 -0.035 -0.16
C 3.813252 0.494737 4.474198 0.025 -0.002 0.021 -0.21
C 4.757670 0.642079 3.466989 -0.002 -0.003 0.011 -0.17
C 4.356111 0.720805 2.140486 0.017 -0.001 -0.018 -0.21
C 3.010937 0.659007 1.820176 -0.022 0.017 0.049 -0.19
H -0.543681 -1.562925 6.957754 0.000 0.000 0.002 0.22
H -0.283834 -1.854713 5.230123 0.010 -0.011 0.001 0.22
H -1.823980 -2.291230 5.987564 -0.006 -0.002 -0.006 0.21
H -0.741553 0.562618 5.645907 -0.015 -0.009 0.006 0.23
H -2.271916 0.153496 6.411129 -0.007 0.000 -0.007 0.21
H -3.881305 -0.989200 5.273635 0.016 0.007 0.003 0.21
H -4.004373 -0.863330 3.525095 -0.005 -0.008 0.016 0.23
H -4.088924 1.537335 5.437900 -0.012 0.001 0.008 0.21
H -5.512106 0.779282 4.722304 -0.005 -0.006 -0.011 0.23
H -4.334096 1.592364 3.684535 0.014 0.011 0.001 0.22
H 1.721015 0.308984 4.931651 0.002 0.000 -0.002 0.23
H 4.129106 0.435281 5.506843 -0.001 -0.002 0.005 0.23
H 5.809187 0.694161 3.716476 0.002 0.000 0.004 0.22
H 5.097402 0.828287 1.359144 -0.001 0.002 -0.002 0.21
H 2.681266 0.721377 0.791626 0.001 -0.007 0.001 0.22
F -5.408183 7.526382 -2.435932 -0.015 0.018 -0.007 -0.31
C -4.522726 6.520793 -2.427317 0.034 -0.050 0.000 0.42
C -3.376446 6.647983 -1.667626 -0.033 0.009 -0.010 -0.28
C -2.471949 5.595596 -1.655456 -0.032 -0.011 -0.025 -0.21
C -2.711285 4.439606 -2.394606 0.081 -0.006 0.128 -0.39
C -3.871705 4.354590 -3.160615 0.013 -0.049 -0.033 -0.21
C -4.790920 5.390428 -3.178036 -0.028 0.058 0.001 -0.28
Sb -1.278035 2.859743 -2.443098 -0.114 0.040 -0.131 1.19
C -0.494395 3.209073 -0.466962 -0.067 -0.047 -0.107 -0.44
C -1.306442 3.337000 0.662226 -0.027 0.043 0.039 -0.22
C -0.762455 3.631484 1.905722 0.014 0.020 0.006 -0.23
C 0.604077 3.803273 2.000675 -0.056 -0.060 -0.027 0.41
F 1.140811 4.061145 3.199424 0.008 0.024 0.011 -0.31
C 1.443112 3.705692 0.903412 0.013 0.041 0.008 -0.26
C 0.882810 3.408629 -0.325404 0.044 0.005 0.005 -0.19
C -2.679372 1.328956 -1.789441 0.083 0.118 0.056 -0.44
C -2.489353 -0.020101 -2.112611 0.014 -0.054 -0.073 -0.28
C -3.391883 -1.002198 -1.710583 -0.040 0.013 0.046 -0.25
C -4.519049 -0.608895 -1.018487 0.066 0.032 -0.021 0.49
F -5.393908 -1.535007 -0.623857 -0.012 -0.011 -0.003 -0.31
C -4.768968 0.719488 -0.709957 0.001 -0.026 -0.020 -0.27
C -3.845069 1.675484 -1.089299 -0.034 0.005 0.055 -0.20
H -3.206905 7.552530 -1.099920 -0.001 0.002 0.002 0.24
H -1.576568 5.686716 -1.052934 0.016 0.007 0.012 0.22
H -4.079455 3.466240 -3.748083 -0.004 0.011 -0.004 0.22
H -5.700008 5.336700 -3.760850 -0.005 0.005 -0.003 0.24
H -2.382228 3.221604 0.589773 0.063 -0.002 -0.017 0.23
H -1.381697 3.723617 2.788168 0.009 -0.003 0.005 0.24
H 2.506237 3.859475 1.029359 0.005 -0.002 0.003 0.24
H 1.530668 3.333508 -1.192330 0.005 -0.013 0.008 0.22
H -1.624489 -0.332040 -2.689921 -0.019 0.020 -0.016 0.25
H -3.213769 -2.048048 -1.916139 -0.010 -0.004 0.002 0.26
H -5.667641 0.981988 -0.168506 -0.004 -0.004 0.005 0.25
H -4.045398 2.714673 -0.855178 0.001 -0.037 -0.002 0.24
C 0.872518 -5.116595 1.461133 -0.067 0.011 -0.084 -1.10
Si -0.161483 -4.747903 -0.056489 0.008 -0.043 0.003 1.59
C 0.753272 -5.231454 -1.619936 -0.045 0.020 0.078 -1.10
C -1.824095 -5.608565 0.027794 0.092 0.057 -0.007 -1.10
C -0.453352 -2.922778 -0.110283 0.031 -0.158 -0.005 -0.47
C -0.642460 -1.716653 -0.113474 -0.033 0.052 -0.099 -0.52
H 1.069874 -6.187358 1.543779 -0.002 -0.009 -0.005 0.24
H 0.363075 -4.796649 2.371475 -0.022 0.004 -0.002 0.24
H 1.832493 -4.599735 1.415743 0.002 0.014 -0.015 0.24
H 0.877731 -6.314088 -1.684160 0.004 -0.014 0.012 0.24
H 1.745004 -4.776676 -1.650776 0.006 0.012 0.012 0.24
H 0.205298 -4.904919 -2.505811 -0.017 -0.005 0.002 0.24
H -1.702256 -6.669625 0.254351 0.015 -0.009 -0.009 0.24
H -2.357337 -5.531392 -0.921555 0.003 0.021 -0.007 0.24
H -2.454506 -5.168364 0.801787 0.014 0.000 0.022 0.24
N 0.664600 0.321236 -1.606285 0.289 -0.008 -0.234 -0.47
C 1.588777 0.073473 -2.241300 -0.332 0.125 0.183 0.47
C 2.729236 -0.230953 -3.027931 0.337 -0.110 -0.192 -0.15
C 2.570995 -0.934343 -4.224315 0.006 0.053 0.074 -0.16
C 3.690920 -1.235340 -4.976725 0.017 -0.020 -0.027 -0.20
C 4.949801 -0.842913 -4.540625 -0.016 0.006 0.008 -0.15
C 5.101619 -0.145348 -3.348865 0.026 -0.005 -0.004 -0.20
C 3.993799 0.164702 -2.582859 -0.095 -0.013 -0.039 -0.16
H 1.585306 -1.237613 -4.549286 -0.006 -0.002 0.003 0.23
H 3.583521 -1.779240 -5.904799 -0.002 -0.001 0.000 0.24
H 5.821057 -1.083937 -5.134397 0.004 0.000 -0.003 0.23
H 6.086139 0.154562 -3.017833 -0.001 0.001 0.004 0.23
H 4.095624 0.704729 -1.651039 -0.003 0.000 0.006 0.23
```
Forces are in eV/Å.

Net charge   +1
Kohn-Sham gap (alpha / beta)   7.55 / 8.09 eV
E_HOMO (alpha / beta)   -10.50 / -11.05 eV
Expectation value of S²   0.7544
2S+1   2